#i
A cluster of 2 separate species, C3H6NO2 in total, computed with ωB97M-V/def2-TZVPD.

Computed properties:
* E_LUMO: 4.136 eV
* HOMO level: -4.1 eV
* charge: -1
* Kohn-Sham gap: 8.29 eV

Last column: Mulliken charge in e.
Atoms and positions in Å:
C -0.449 -1.074 2.327  -0.87
C 0.031 -0.146 1.469  0.05
N 0.351 -0.381 0.150  -0.42
H -0.500 -2.092 1.961  0.24
H -0.565 -0.716 3.338  0.24
H 0.300 0.868 1.772  0.29
H -0.095 -1.252 -0.088  0.14
H 0.519 0.388 -0.528  0.32
O 0.129 1.818 -1.541  -0.72
C 0.101 1.071 -2.564  -0.02
O 0.802 0.121 -2.944  -0.63
H -0.624 1.395 -3.351  0.38

#ii
The ion C3H6NO2 with charge -1, computed with ωB97M-V/def2-TZVPD.

Computed properties:
* E_LUMO: 4.254 eV
* SMILES: NCCC(=O)[O-]
* HOMO level: -3.9 eV
* charge: -1
* Kohn-Sham gap: 8.15 eV

Last column: Mulliken charge in e.
Atoms and positions in Å:
N -0.580 1.584 -0.992  -0.67
C -0.233 0.689 0.181  -0.43
C 0.450 -0.544 -0.224  -0.40
C 0.666 -1.474 1.000  0.40
O 1.578 -1.123 1.781  -0.73
O -0.150 -2.413 1.082  -0.73
H -1.576 1.751 -0.864  0.24
H -0.594 1.120 -1.897  0.26
H 0.297 1.296 0.911  0.22
H -1.198 0.480 0.677  0.28
H 1.396 -0.217 -0.674  0.27
H -0.058 -1.150 -0.980  0.29

#iii
The ion C3H6NO2 with charge -1, computed with ωB97M-V/def2-TZVPD.

Computed properties:
* E_LUMO: 4.299 eV
* SMILES: CNCC(=O)[O-]
* HOMO level: -3.7 eV
* charge: -1
* Kohn-Sham gap: 7.96 eV

Last column: Mulliken charge in e.
Atoms and positions in Å:
C -0.860 -1.356 0.237  -0.82
N 0.024 -0.388 0.872  -0.49
C 0.928 0.274 -0.066  -0.46
C 0.352 1.625 -0.582  0.59
O 1.112 2.275 -1.331  -0.75
O -0.794 1.900 -0.172  -0.73
H -1.562 -0.884 -0.449  0.30
H -1.406 -1.927 0.992  0.29
H -0.260 -2.068 -0.326  0.29
H -0.539 0.355 1.270  0.31
H 1.178 -0.340 -0.925  0.24
H 1.827 0.534 0.480  0.23

#iv
The ion C3H6NO2 with charge -1, computed with ωB97M-V/def2-TZVPD.

Computed properties:
* E_LUMO: 4.388 eV
* SMILES: CNCC(=O)[O-]
* HOMO level: -3.3 eV
* charge: -1
* Kohn-Sham gap: 7.74 eV

Last column: Mulliken charge in e.
Atoms and positions in Å:
C 0.512 -0.940 -1.175  -0.74
N -0.330 -0.849 -0.011  -0.53
C 0.215 0.054 0.996  -0.48
C -0.611 1.478 0.659  0.55
O -0.536 2.357 1.507  -0.70
O -1.340 1.433 -0.363  -0.72
H 0.485 0.072 -1.724  0.26
H 0.185 -1.774 -1.807  0.28
H 1.557 -1.166 -0.853  0.26
H -1.258 -0.522 -0.264  0.36
H 1.302 0.257 1.074  0.28
H -0.180 -0.400 1.961  0.19

On energetic grounds, #iii is preferred over the next structure by 0.131 eV.

#i
A cluster of 2 separate species, C3H6NO2 in total, computed with ωB97M-V/def2-TZVPD.

Computed properties:
* E_LUMO: 4.067 eV
* HOMO level: -3.9 eV
* charge: -1
* Kohn-Sham gap: 7.99 eV

Last column: Mulliken charge in e.
Atoms and positions in Å:
C 1.496 1.545 0.291  -0.64
C -0.736 2.381 -0.147  -0.19
N 0.411 2.567 0.452  -0.46
H 2.277 2.179 -0.111  0.30
H 1.924 1.277 1.229  0.24
H 1.234 0.804 -0.546  0.28
H -0.897 1.830 -1.043  0.25
H -1.704 2.700 0.302  0.21
O 0.190 -1.384 0.372  -0.58
C -0.558 -2.380 0.080  -0.03
O -0.912 -2.774 -1.036  -0.62
H -1.153 -2.777 0.969  0.24

#ii
The ion C3H6NO2 with charge -1, computed with ωB97M-V/def2-TZVPD.

Computed properties:
* E_LUMO: 4.193 eV
* SMILES: CNCC(=O)[O-]
* HOMO level: -3.9 eV
* charge: -1
* Kohn-Sham gap: 8.09 eV

Last column: Mulliken charge in e.
Atoms and positions in Å:
C 0.838 -1.419 -0.105  -0.88
N 0.503 -0.322 0.860  -0.51
C 0.175 0.909 0.105  -0.60
C -1.333 1.219 -0.170  0.66
O -1.505 2.049 -1.082  -0.73
O -2.125 0.570 0.546  -0.75
H 0.334 -1.408 -1.070  0.33
H 0.312 -2.332 0.240  0.34
H 1.921 -1.373 -0.194  0.28
H -0.434 -0.530 1.221  0.33
H 0.616 0.881 -0.913  0.22
H 0.697 1.757 0.564  0.29

On energetic grounds, #ii is preferred over the next structure by 1.557 eV.

#i
A cluster of 2 separate species, C3H6NO2 in total, computed with ωB97M-V/def2-TZVPD.

Computed properties:
* E_LUMO: 4.474 eV
* HOMO level: -4.3 eV
* charge: -1
* Kohn-Sham gap: 8.81 eV

Last column: Mulliken charge in e.
Atoms and positions in Å:
O -0.579 -0.758 -0.074  -0.72
C 0.527 -0.415 -0.554  0.74
O 1.102 0.696 -0.510  -0.78
C 1.237 -1.514 -1.373  -1.02
H 0.837 -1.518 -2.394  0.20
H 2.312 -1.351 -1.488  0.31
H 1.066 -2.524 -0.993  0.28
C -1.580 1.361 1.729  -0.25
N -0.887 2.289 1.210  -0.75
H -2.603 1.583 2.053  0.23
H -1.233 0.333 1.801  0.23
H -0.199 1.819 0.592  0.53

#ii
The ion C3H6NO2 with charge -1, computed with ωB97M-V/def2-TZVPD.

Computed properties:
* E_LUMO: 3.889 eV
* SMILES: O=CNCC[O-]
* HOMO level: -2.8 eV
* charge: -1
* Kohn-Sham gap: 6.66 eV

Last column: Mulliken charge in e.
Atoms and positions in Å:
O -0.105 -1.141 2.881  -0.60
C -0.639 -0.895 1.809  -0.03
N -0.114 -0.509 0.615  -0.21
C 0.851 0.240 -0.288  -0.23
C 0.035 0.864 -1.489  -0.48
O 0.195 0.306 -2.680  -0.86
H -1.718 -1.112 1.771  0.25
H -0.821 -0.922 0.012  0.25
H 1.587 -0.561 -0.443  0.25
H 1.384 0.961 0.346  0.29
H 0.379 1.925 -1.407  0.16
H -1.035 0.843 -1.127  0.20

#iii
A cluster of 2 separate species, C3H6NO2 in total, computed with ωB97M-V/def2-TZVPD.

Computed properties:
* E_LUMO: 4.196 eV
* HOMO level: -4.1 eV
* charge: -1
* Kohn-Sham gap: 8.34 eV

Last column: Mulliken charge in e.
Atoms and positions in Å:
C 1.944 0.828 1.324  -0.61
C 1.385 -0.897 -0.092  0.21
N 2.331 -0.289 0.499  -0.51
H 1.877 0.508 2.371  0.19
H 2.705 1.612 1.391  0.25
H 0.958 1.226 1.050  0.30
H 1.609 -1.907 -0.427  0.28
H 0.413 -0.403 -0.199  -0.13
O -1.526 -0.262 0.436  -0.66
C -2.143 0.287 -0.512  -0.01
O -1.958 0.174 -1.736  -0.65
H -2.973 0.967 -0.174  0.35

On energetic grounds, #i is preferred over the next structure by 0.458 eV.